(1)
C39H42CoN3P2S2 as an isolated structure in a non-equilibrium geometry. Source: OMol25; level of theory: ωB97M-V with the def2-TZVPD basis set.

As for the expectation value of S²: 0.776. The multiplicity is 2. As for the total charge: +1. For the strongest force on any atom, the calculation gives 0.108 Eh/bohr. Its energy relative to the best compared isomer or geometry (same formula, charge and spin) is 0.773 eV. As for the HOMO energy (alpha / beta): -9.1 / -10.2 eV.

Atoms and positions in Å:
Co (1.68396, -0.38083, -0.70892)
S (0.45006, 1.46497, 0.78078)
C (-1.20174, 0.97837, 0.68028)
N (-2.21084, 1.89227, 0.67508)
C (-3.55104, 1.42857, 0.40268)
C (-3.78604, 0.07937, 1.07418)
N (-2.77204, -0.84613, 0.62388)
C (-3.07254, -2.25753, 0.71658)
C (-3.30094, -2.71003, 2.13958)
C (-4.50824, -3.28063, 2.51698)
C (-4.69704, -3.73533, 3.81038)
C (-3.68884, -3.60453, 4.74838)
C (-2.49384, -3.00563, 4.38768)
C (-2.29884, -2.56363, 3.09228)
C (-1.48854, -0.39003, 0.60258)
S (-0.19824, -1.52673, 0.50698)
C (-2.02434, 3.32247, 0.83238)
C (-2.87184, 3.85007, 1.96698)
C (-2.46654, 3.66867, 3.28348)
C (-3.27124, 4.08667, 4.32828)
C (-4.49354, 4.68397, 4.06648)
C (-4.89984, 4.88227, 2.75828)
C (-4.09154, 4.46877, 1.71228)
H (-3.71104, 1.33607, -0.68272)
H (-4.25794, 2.15947, 0.79968)
H (-4.76964, -0.31063, 0.79828)
H (-3.74754, 0.19677, 2.16828)
H (-2.22184, -2.79393, 0.28808)
H (-3.95434, -2.46093, 0.10178)
H (-5.30734, -3.38373, 1.79678)
H (-5.63134, -4.20023, 4.08358)
H (-3.83104, -3.97183, 5.75308)
H (-1.70484, -2.89503, 5.11588)
H (-1.35354, -2.11643, 2.82308)
H (-2.30194, 3.82277, -0.10572)
H (-0.96304, 3.49307, 1.02548)
H (-1.51294, 3.20047, 3.48278)
H (-2.95044, 3.94017, 5.34808)
H (-5.12694, 4.99967, 4.88028)
H (-5.85004, 5.35107, 2.54928)
H (-4.41224, 4.63497, 0.69158)
C (4.20076, 2.60807, -0.82602)
P (3.50046, 0.99037, -1.34682)
C (4.99056, -0.07563, -1.39492)
C (3.19316, 1.21757, -3.13322)
C (4.20096, 1.60357, -4.00532)
C (3.95016, 1.69097, -5.36352)
C (2.68446, 1.41727, -5.85772)
C (1.66896, 1.04397, -4.99462)
C (1.92276, 0.92827, -3.63482)
P (0.63416, 0.52837, -2.41032)
C (-0.07074, 2.21737, -2.29332)
C (-0.76004, -0.29023, -3.26662)
H (4.98586, 2.93937, -1.50262)
H (4.60726, 2.48837, 0.17828)
H (3.40326, 3.34877, -0.79122)
H (5.83236, 0.44347, -1.85012)
H (4.74666, -0.96953, -1.97052)
H (5.25506, -0.37783, -0.38232)
H (5.18836, 1.81577, -3.62032)
H (4.74486, 1.96997, -6.03802)
H (2.48616, 1.48507, -6.91602)
H (0.68566, 0.82047, -5.38042)
H (-0.13194, 2.62667, -3.30342)
H (0.56296, 2.85407, -1.68022)
H (-1.06314, 2.16747, -1.84772)
H (-1.22504, 0.39507, -3.97502)
H (-1.48674, -0.54713, -2.49222)
H (-0.45574, -1.20783, -3.76652)
C (3.40386, -1.23353, 2.96388)
C (3.61986, -2.60333, 2.86778)
C (3.38176, -3.24153, 1.66618)
C (2.90416, -2.50053, 0.58628)
N (2.67786, -1.17833, 0.70808)
C (2.93746, -0.55953, 1.85368)
C (2.62256, -3.00063, -0.74942)
C (2.77826, -4.32743, -1.14532)
C (2.54706, -4.69193, -2.45662)
C (2.18496, -3.72793, -3.38232)
C (1.99456, -2.40883, -2.98842)
C (2.17376, -2.02833, -1.66662)
H (3.58706, -0.70093, 3.88038)
H (3.97426, -3.16173, 3.71868)
H (3.55246, -4.30153, 1.56668)
H (2.76426, 0.50827, 1.87288)
H (3.07256, -5.07703, -0.42672)
H (2.66416, -5.72183, -2.75942)
H (2.04796, -4.00413, -4.41812)
H (1.72146, -1.67813, -3.74082)

These are the Löwdin partial charges, in e, on atoms 1 to 4: atom 1 (Co): -0.19, atom 2 (S): 0.75, atom 3 (C): -0.61, atom 4 (N): -0.08

=====

(2)
C46H48N5O3OsSSiTe as an isolated structure in a non-equilibrium geometry. Source: OMol25; level of theory: ωB97M-V with the def2-TZVPD basis set.

As for the expectation value of S²: 0.764. The multiplicity is 2. As for the total charge: +2. For the strongest force on any atom, the calculation gives 0.023 Eh/bohr. Its energy relative to the best compared isomer or geometry (same formula, charge and spin) is 0.196 eV. As for the HOMO energy (alpha / beta): -12.7 / -12.6 eV.

Atoms and positions in Å:
Os (-0.57060, -0.65443, 0.52850)
C (0.37091, -0.82296, 5.82730)
N (0.14905, 0.36560, 5.03610)
C (0.20061, 1.65776, 5.49280)
C (-0.06049, 2.47422, 4.44201)
N (-0.26428, 1.66766, 3.34804)
C (-0.14002, 0.38536, 3.72290)
S (-0.31382, -1.06301, 2.79419)
H (0.53829, -0.51726, 6.85600)
H (1.25347, -1.34689, 5.46329)
H (-0.50582, -1.46796, 5.77485)
H (0.41438, 1.87652, 6.52075)
H (-0.12956, 3.54110, 4.37797)
H (-0.55595, 1.97825, 2.41862)
O (3.59982, 0.43572, 5.63259)
C (4.71004, 0.06854, 4.83411)
N (4.17841, -0.33484, 3.56193)
C (4.56257, 0.21725, 2.38838)
O (5.49242, 0.97430, 2.25306)
C (3.71718, -0.19051, 1.20751)
C (4.29108, -0.55612, -0.00493)
C (3.45649, -0.86008, -1.06574)
C (2.08652, -0.80947, -0.88006)
N (1.52151, -0.50870, 0.30418)
C (2.33993, -0.14984, 1.31175)
H (3.93120, 0.75416, 6.47976)
H (5.25763, -0.76059, 5.30321)
H (5.38852, 0.90883, 4.65486)
H (3.43900, -1.01730, 3.56010)
H (5.36564, -0.57529, -0.10932)
H (3.85055, -1.12958, -2.03212)
H (1.40212, -1.02340, -1.68865)
H (1.87171, 0.15377, 2.23596)
C (-2.91178, -8.84643, 0.30136)
C (-2.87594, -7.35555, 0.34028)
C (-3.55392, -6.59624, -0.60246)
C (-3.53666, -5.20999, -0.58079)
C (-4.26892, -4.47105, -1.65507)
C (-2.80280, -4.56345, 0.42867)
Te (-2.92670, -2.44488, 0.49820)
N (-2.14189, 0.41864, 0.45815)
C (-2.40824, 1.64997, 0.63049)
O (-1.43761, 2.52792, 0.95644)
C (-3.77603, 2.16176, 0.58031)
C (-4.03650, 3.52713, 0.68898)
C (-5.33914, 3.98592, 0.61336)
C (-6.38538, 3.09042, 0.44189)
C (-6.13200, 1.72799, 0.34837)
C (-4.83474, 1.26196, 0.41684)
C (-1.66714, -2.17128, -1.19905)
C (-0.55603, -3.03088, -1.23513)
C (0.21518, -3.14666, -2.38672)
C (-0.08230, -2.35389, -3.48338)
C (-1.15972, -1.48236, -3.43861)
C (-1.99802, -1.39989, -2.32863)
C (-3.27942, -0.64930, -2.41926)
C (-2.10172, -5.30345, 1.38571)
C (-1.27390, -4.69566, 2.47632)
C (-2.15375, -6.69227, 1.32050)
H (-3.55510, -9.20698, -0.49547)
H (-3.27998, -9.24646, 1.24485)
H (-1.91412, -9.25144, 0.14238)
H (-4.11129, -7.09858, -1.37990)
H (-4.74492, -5.17577, -2.33460)
H (-3.58945, -3.85240, -2.24650)
H (-5.05125, -3.82346, -1.25375)
H (-3.23739, 4.23693, 0.84543)
H (-5.53694, 5.04306, 0.69463)
H (-7.39968, 3.45442, 0.38716)
H (-6.94724, 1.03221, 0.22782)
H (-4.63243, 0.19580, 0.35228)
H (-0.36065, -3.68207, -0.38776)
H (1.03428, -3.85036, -2.41964)
H (0.50358, -2.43140, -4.38918)
H (-1.40776, -0.90812, -4.31979)
H (-3.38691, -0.20264, -3.40160)
H (-3.36520, 0.12827, -1.66731)
H (-4.11687, -1.33300, -2.26721)
H (-1.28638, -3.60293, 2.45888)
H (-0.23723, -5.02497, 2.39168)
H (-1.63282, -5.01221, 3.45486)
H (-1.61180, -7.26795, 2.05762)
C (-2.93528, 4.78040, -3.88277)
C (-2.61411, 5.77382, -2.97617)
C (-1.97198, 5.44725, -1.79443)
C (-1.64406, 4.12424, -1.50038)
C (-1.97410, 3.13375, -2.42682)
C (-2.61451, 3.45992, -3.60910)
Si (-0.70243, 3.77986, 0.05191)
C (1.06830, 3.28028, -0.19667)
C (1.98812, 3.45654, 0.83930)
C (3.33318, 3.19066, 0.65125)
C (3.77906, 2.76072, -0.58990)
C (2.88122, 2.58295, -1.62834)
C (1.53593, 2.83930, -1.43219)
H (-3.43546, 5.03388, -4.80527)
H (-2.86322, 6.80233, -3.18744)
H (-1.73454, 6.23272, -1.09478)
H (-1.71911, 2.09010, -2.23279)
H (-2.86262, 2.68993, -4.32432)
H (-0.75604, 4.91738, 0.97978)
H (1.65678, 3.83981, 1.79663)
H (4.03889, 3.34171, 1.45394)
H (4.83022, 2.57605, -0.74161)
H (3.23624, 2.27562, -2.60172)
H (0.84933, 2.74053, -2.26578)

These are the Löwdin partial charges, in e, on atoms 1 to 4: atom 1 (Os): 0.99, atom 2 (C): -0.01, atom 3 (N): -0.11, atom 4 (C): -0.02

=====

(3)
C23H14AuClN3O4S as an isolated structure. Source: OMol25; level of theory: ωB97M-V with the def2-TZVPD basis set.

The multiplicity is 1. As for the total charge: -1. For the strongest force on any atom, the calculation gives 0.003 Eh/bohr. Its energy relative to the best compared isomer or geometry (same formula, charge and spin) is 0.000 eV. As for the HOMO energy: -4.7 eV.

Atoms and positions in Å:
Au (0.64739, -2.01377, -1.15358)
Cl (7.21677, -3.00891, 2.59299)
C (5.80178, -2.91348, 1.56632)
C (5.65729, -3.80023, 0.49817)
C (4.54663, -3.72186, -0.29840)
C (3.50385, -2.76569, -0.10261)
O (2.53224, -2.81179, -0.94117)
C (3.68426, -1.86783, 0.99912)
C (2.76503, -0.81173, 1.40429)
N (1.69137, -0.49102, 0.80640)
C (0.82082, 0.43939, 1.37071)
C (0.41985, 0.36683, 2.68148)
C (-0.57756, 1.22465, 3.18695)
C (-1.18362, 2.14113, 2.38103)
C (-0.79483, 2.25053, 1.02380)
C (-1.39226, 3.16945, 0.13062)
C (-0.96535, 3.22222, -1.16243)
C (0.07505, 2.35548, -1.56753)
N (0.65078, 1.49196, -0.77561)
C (0.22179, 1.41533, 0.51016)
C (4.83293, -1.97597, 1.80227)
H (6.42125, -4.54376, 0.30891)
H (4.41461, -4.40184, -1.13016)
H (3.06851, -0.26634, 2.31101)
H (0.82762, -0.41471, 3.30993)
H (-0.88134, 1.12487, 4.22183)
H (-1.97239, 2.78347, 2.75534)
H (-2.18914, 3.81346, 0.48625)
H (-1.41103, 3.90232, -1.87668)
H (0.42085, 2.37106, -2.59626)
H (4.94703, -1.28871, 2.63276)
O (-0.83469, -0.12875, -3.48192)
C (-1.51307, -0.37320, -2.50357)
N (-1.22073, -1.26750, -1.51376)
S (-2.39295, -1.40128, -0.37937)
O (-3.10837, -2.64370, -0.49653)
O (-1.90604, -1.04295, 0.92477)
C (-3.38701, -0.09785, -1.04204)
C (-4.55118, 0.45310, -0.54286)
C (-5.13273, 1.47925, -1.27671)
C (-4.56239, 1.91864, -2.47072)
C (-3.39238, 1.34809, -2.95290)
C (-2.80948, 0.33450, -2.21402)
H (-4.98458, 0.10327, 0.38466)
H (-6.04234, 1.94464, -0.91773)
H (-5.03854, 2.71963, -3.02274)
H (-2.92370, 1.67960, -3.87049)

These are the Löwdin partial charges, in e, on atoms 1 to 4: atom 1 (Au): 0.84, atom 2 (Cl): 0.59, atom 3 (C): -0.69, atom 4 (C): -0.13

=====

(4)
C3H2Cl3NNiS4 as an isolated structure. Source: OMol25; level of theory: ωB97M-V with the def2-TZVPD basis set.

The multiplicity is 1. As for the total charge: -2. For the strongest force on any atom, the calculation gives 0.013 Eh/bohr. Its energy relative to the best compared isomer or geometry (same formula, charge and spin) is 0.697 eV. As for the HOMO energy (alpha / beta): -1.0 / -0.9 eV.

Atoms and positions in Å:
Ni (1.28750, -0.39955, -0.27590)
S (3.38280, -1.08090, -0.29849)
S (4.80140, 0.32161, -0.21730)
S (3.30892, 2.59417, -0.22542)
S (1.51927, 1.86322, -0.60093)
Cl (-4.52078, -2.60385, -1.91693)
C (-2.83342, -0.88292, 0.01102)
Cl (-3.66302, -1.66298, 1.30862)
Cl (-3.58541, 0.51307, -0.68814)
C (-1.53917, -1.08607, -0.19145)
N (-0.37201, -1.27256, -0.39230)
C (0.89354, 1.11710, 0.82437)
H (-0.17325, 1.27085, 0.95756)
H (1.49361, 1.30881, 1.70531)

These are the Löwdin partial charges, in e, on atoms 1 to 4: atom 1 (Ni): -0.13, atom 2 (S): -0.05, atom 3 (S): -0.20, atom 4 (S): -0.02

=====

(5)
A 3-piece molecular cluster, C32H53N4O9P overall. Source: OMol25; level of theory: ωB97M-V with the def2-TZVPD basis set.

The multiplicity is 1. For the strongest force on any atom, the calculation gives 0.017 Eh/bohr. Its SMILES is CCOP(=O)(CCCc1c(-c2ccccn2)ccc2c1C(=O)NC2=O)OCC.COCCNCCOC.COCCNCCOC. As for the HOMO energy: -8.3 eV.

Atoms and positions in Å:
C (-0.45722, -4.46413, 2.13341)
C (-1.92043, -4.77783, 1.91595)
O (-2.30654, -4.30288, 0.61629)
P (-3.85466, -4.35819, 0.20958)
O (-4.64319, -3.27104, 0.81919)
C (-3.84115, -4.34532, -1.57652)
C (-2.65222, -3.58378, -2.18252)
C (-1.42989, -4.48878, -2.41719)
C (-0.21119, -4.22394, -1.57158)
C (0.40308, -5.26458, -0.84757)
C (-0.11645, -6.65874, -0.93857)
C (-0.80128, -7.23682, 0.13262)
C (-1.27206, -8.54136, 0.00228)
C (-1.03091, -9.22017, -1.18500)
C (-0.32529, -8.56036, -2.19298)
N (0.11844, -7.31125, -2.08376)
C (1.51444, -5.03238, -0.02074)
C (2.06968, -3.76337, 0.10890)
C (1.49284, -2.75690, -0.63993)
C (0.39103, -2.97410, -1.46005)
C (0.09981, -1.69000, -2.16750)
O (-0.72923, -1.44091, -2.99884)
N (1.01116, -0.74104, -1.65841)
C (1.90473, -1.33465, -0.75280)
O (2.79322, -0.76945, -0.17361)
O (-4.35343, -5.82810, 0.58044)
C (-5.09650, -6.05720, 1.80426)
C (-4.56554, -7.30157, 2.50486)
H (-0.22138, -3.45765, 1.79239)
H (-0.23986, -4.51910, 3.20243)
H (0.19755, -5.17543, 1.63101)
H (-2.52533, -4.27276, 2.67441)
H (-2.10829, -5.85155, 1.98014)
H (-4.76455, -3.79781, -1.78269)
H (-3.93916, -5.34821, -1.99079)
H (-2.41859, -2.73009, -1.54823)
H (-2.96466, -3.17474, -3.14180)
H (-1.12398, -4.40746, -3.46255)
H (-1.72906, -5.52038, -2.24589)
H (-0.97051, -6.66475, 1.03766)
H (-1.81052, -9.01196, 0.81491)
H (-1.37732, -10.23338, -1.34051)
H (-0.11331, -9.07000, -3.12568)
H (1.94513, -5.86138, 0.52810)
H (2.92586, -3.56030, 0.73705)
H (1.33012, 0.00463, -2.26632)
H (-5.02092, -5.17564, 2.43712)
H (-6.13617, -6.18398, 1.50718)
H (-4.01472, -7.90784, 1.78557)
H (-3.87996, -7.03658, 3.30893)
H (-5.37925, -7.89722, 2.91210)
C (-1.50747, 6.52068, -3.47764)
O (-1.08137, 6.41432, -2.13552)
C (-2.07437, 5.91691, -1.24272)
C (-1.63550, 4.59765, -0.65319)
N (-1.62366, 3.54544, -1.66081)
C (-0.99434, 2.31340, -1.19464)
C (0.50102, 2.37290, -0.91342)
O (1.28765, 2.51739, -2.08850)
C (1.54756, 3.84381, -2.49801)
H (-0.68486, 6.95425, -4.04373)
H (-1.75890, 5.54469, -3.90695)
H (-2.37963, 7.17642, -3.56806)
H (-3.03284, 5.80813, -1.75821)
H (-2.19921, 6.64869, -0.43881)
H (-2.33234, 4.31033, 0.14010)
H (-0.65313, 4.75123, -0.18625)
H (-1.12675, 3.87255, -2.47970)
H (-1.16528, 1.53627, -1.94495)
H (-1.50854, 1.99076, -0.28359)
H (0.79390, 1.41358, -0.48815)
H (0.75981, 3.13283, -0.16898)
H (1.60376, 4.51577, -1.63811)
H (0.78908, 4.22224, -3.19089)
H (2.50829, 3.85008, -3.01409)
C (5.96236, 5.62285, 3.82112)
O (4.95368, 6.60960, 3.89401)
C (5.16082, 7.72309, 3.03352)
C (4.05517, 7.80948, 2.00647)
N (4.13301, 6.69572, 1.07272)
C (3.00938, 6.59488, 0.14866)
C (1.63335, 6.29220, 0.72963)
O (1.52336, 5.00147, 1.31040)
C (1.89398, 4.91633, 2.67456)
H (5.71700, 4.85749, 4.55501)
H (6.01465, 5.16032, 2.82948)
H (6.94530, 6.03931, 4.06394)
H (6.13323, 7.64705, 2.53877)
H (5.15755, 8.63021, 3.64488)
H (4.15807, 8.74560, 1.44973)
H (3.09987, 7.84746, 2.54979)
H (4.20267, 5.83498, 1.60085)
H (3.24971, 5.81075, -0.57336)
H (2.93998, 7.53197, -0.41318)
H (0.91347, 6.32559, -0.09364)
H (1.31872, 7.05236, 1.45470)
H (1.67205, 5.84474, 3.20735)
H (2.95358, 4.68011, 2.80380)
H (1.31381, 4.10856, 3.12088)

These are the Löwdin partial charges, in e, on atoms 1 to 4: atom 1 (C): -0.05, atom 2 (C): -0.26, atom 3 (O): -0.20, atom 4 (P): 0.48

=====

(6)
A 2-piece molecular cluster, C3H8OS2 overall. Source: OMol25; level of theory: ωB97M-V with the def2-TZVPD basis set.

The multiplicity is 1. For the strongest force on any atom, the calculation gives 0.014 Eh/bohr. Its SMILES is CC=O.CSS. Its energy relative to the best compared isomer or geometry (same formula, charge and spin) is 0.653 eV. As for the HOMO energy: -8.4 eV.

Atoms and positions in Å:
C (-0.79128, -0.24916, -1.99173)
C (-0.57988, 1.16250, -1.53311)
O (-1.46182, 1.90101, -1.17693)
H (-1.12439, -0.28852, -3.03283)
H (0.12092, -0.82563, -1.84974)
H (-1.60499, -0.70952, -1.44587)
H (0.44971, 1.54971, -1.63130)
C (1.60437, -0.84159, 1.96165)
S (-0.05539, -1.03038, 1.28419)
S (-0.79190, 0.77011, 2.07364)
H (1.72796, -1.27140, 2.94715)
H (2.32973, -1.29149, 1.28629)
H (1.87243, 0.20601, 2.00242)
H (-1.69547, 0.91834, 1.10617)

These are the Löwdin partial charges, in e, on atoms 1 to 4: atom 1 (C): -0.09, atom 2 (C): -0.35, atom 3 (O): 0.01, atom 4 (H): 0.09